This record from the OMol25 dataset describes a cluster of 11 separate species, C44H103N5O17S6 in total. The level of theory is wB97M-V/def2-TZVPD.

Bonds (Å) are listed after each position.
Cartesian coordinates (Å):
1 O -3.86043 7.50778 -3.78943  S2 1.453
2 S -3.44032 6.11739 -3.75150  O1 1.453, O3 1.396, C4 1.805, C7 1.882
3 O -3.08022 5.52386 -4.96296  S2 1.396
4 C -2.12356 5.93607 -2.52968  S2 1.805, C5 1.571, H8 1.090, H9 1.090
5 C -2.91237 5.58813 -1.21593  C4 1.571, C6 1.557, H10 1.090, H11 1.090
6 C -4.11565 4.68881 -1.62667  C5 1.557, C7 1.551, H12 1.090, H13 1.090
7 C -4.76039 5.00465 -3.00203  S2 1.882, C6 1.551, H14 1.090, H15 1.090
8 H -1.41607 6.76419 -2.48734  C4 1.090
9 H -1.61685 5.00839 -2.79561  C4 1.090
10 H -2.22150 5.10326 -0.52621  C5 1.090
11 H -3.29294 6.49671 -0.74931  C5 1.090
12 H -4.82920 4.75363 -0.80524  C6 1.090
13 H -3.80122 3.64516 -1.63199  C6 1.090
14 H -5.77692 5.39774 -3.01760  C7 1.090
15 H -4.75697 4.05670 -3.54008  C7 1.090
16 O -3.91413 -4.55189 1.21435  S17 1.451
17 S -2.78969 -4.99123 0.40871  O16 1.451, O18 1.444, C19 1.807, C22 1.909
18 O -1.40607 -4.86050 0.80203  S17 1.444
19 C -3.06341 -6.75505 0.12935  S17 1.807, C20 1.595, H23 1.090, H24 1.090
20 C -2.55953 -7.09203 -1.34568  C19 1.595, C21 1.563, H25 1.090, H26 1.090
21 C -2.92933 -5.91314 -2.30293  C20 1.563, C22 1.519, H27 1.090, H28 1.090
22 C -3.07060 -4.66381 -1.45138  S17 1.909, C21 1.519, H29 1.090, H30 1.090
23 H -4.14110 -6.90908 0.18399  C19 1.090
24 H -2.49699 -7.38470 0.81551  C19 1.090
25 H -1.46981 -7.08884 -1.32152  C20 1.090
26 H -3.09969 -7.96096 -1.72161  C20 1.090
27 H -3.82997 -6.29893 -2.78055  C21 1.090
28 H -2.25544 -5.78889 -3.15061  C21 1.090
29 H -4.07146 -4.23700 -1.51643  C22 1.090
30 H -2.52142 -3.80664 -1.84095  C22 1.090
31 O -1.72245 -1.56102 -0.58398  S32 1.450
32 S -0.41738 -1.06612 -0.19233  O31 1.450, O33 1.494, C34 1.735, C37 1.846
33 O 0.59939 -1.91373 0.50104  S32 1.494
34 C 0.56715 -0.43679 -1.47496  S32 1.735, C35 1.523, H38 1.090, H39 1.090
35 C 0.38135 1.06547 -1.64236  C34 1.523, C36 1.614, H40 1.090, H41 1.090
36 C -0.62675 1.57867 -0.49068  C35 1.614, C37 1.494, H42 1.090, H43 1.090
37 C -0.77867 0.56396 0.59531  S32 1.846, C36 1.494, H44 1.090, H45 1.090
38 H 0.37973 -0.96335 -2.41075  C34 1.090
39 H 1.59969 -0.56977 -1.15203  C34 1.090
40 H 1.27590 1.68060 -1.73983  C35 1.090
41 H -0.01643 1.21696 -2.64581  C35 1.090
42 H -1.66294 1.80098 -0.74556  C36 1.090
43 H -0.29962 2.47502 0.03624  C36 1.090
44 H -1.65868 0.44948 1.22823  C37 1.090
45 H 0.05764 0.66130 1.28757  C37 1.090
46 O 1.76964 2.28740 4.49780  S47 1.443
47 S 0.91794 1.85966 5.58143  O46 1.443, O48 1.502, C49 1.843, C52 1.790
48 O 1.42654 1.33808 6.89508  S47 1.502
49 C -0.52302 2.98465 5.81893  S47 1.843, C50 1.535, H53 1.090, H54 1.090
50 C -1.83282 2.42916 5.24377  C49 1.535, C51 1.507, H55 1.090, H56 1.090
51 C -1.63730 0.93665 5.32356  C50 1.507, C52 1.538, H57 1.090, H58 1.090
52 C -0.19027 0.62830 4.90451  S47 1.790, C51 1.538, H59 1.090, H60 1.090
53 H -0.03137 3.84323 5.36152  C49 1.090
54 H -0.65201 3.29185 6.85677  C49 1.090
55 H -2.79733 2.75488 5.63332  C50 1.090
56 H -1.92844 2.86440 4.24903  C50 1.090
57 H -2.35437 0.50860 4.62307  C51 1.090
58 H -1.77129 0.59198 6.34892  C51 1.090
59 H -0.07689 0.94465 3.86760  C52 1.090
60 H 0.21392 -0.38272 4.85373  C52 1.090
61 O 0.31203 6.49421 3.51598  S62 1.434
62 S 0.59521 5.71523 2.34606  O61 1.434, O63 1.480, C64 1.792, C67 1.801
63 O -0.08930 4.40613 2.25468  S62 1.480
64 C 0.43860 6.68592 0.84819  S62 1.792, C65 1.498, H68 1.090, H69 1.090
65 C 1.81855 6.77544 0.27204  C64 1.498, C66 1.550, H70 1.090, H71 1.090
66 C 2.67275 5.59297 0.79534  C65 1.550, C67 1.482, H72 1.090, H73 1.090
67 C 2.37906 5.48591 2.24410  S62 1.801, C66 1.482, H74 1.090, H75 1.090
68 H 0.11088 7.66140 1.20756  C64 1.090
69 H -0.33882 6.30871 0.18378  C64 1.090
70 H 1.80322 7.01170 -0.79194  C65 1.090
71 H 2.33338 7.69210 0.55975  C65 1.090
72 H 3.72269 5.63125 0.50506  C66 1.090
73 H 2.45698 4.64412 0.30420  C66 1.090
74 H 2.88740 6.23874 2.84654  C67 1.090
75 H 2.38572 4.44246 2.55915  C67 1.090
76 O -5.65171 1.35769 -3.28796  S77 1.520
77 S -5.74691 -0.15571 -3.17865  O76 1.520, O78 1.414, C79 1.830, C82 1.869
78 O -6.07717 -0.88867 -4.34138  S77 1.414
79 C -4.35421 -0.94564 -2.29152  S77 1.830, C80 1.583, H83 1.090, H84 1.090
80 C -4.65201 -0.70041 -0.75604  C79 1.583, C81 1.527, H85 1.090, H86 1.090
81 C -6.15706 -0.58553 -0.52489  C80 1.527, C82 1.500, H87 1.090, H88 1.090
82 C -6.94700 -0.54074 -1.79910  S77 1.869, C81 1.500, H89 1.090, H90 1.090
83 H -3.40962 -0.52887 -2.64103  C79 1.090
84 H -4.45036 -1.99243 -2.57973  C79 1.090
85 H -4.42973 -1.65028 -0.26977  C80 1.090
86 H -3.96728 -0.01970 -0.25021  C80 1.090
87 H -6.39952 0.31157 0.04478  C81 1.090
88 H -6.45787 -1.40914 0.12263  C81 1.090
89 H -7.79063 0.13265 -1.95053  C82 1.090
90 H -7.28164 -1.56776 -1.94523  C82 1.090
91 C 4.87699 -6.52584 -2.52222  O92 1.415, H97 1.090, H98 1.090, H99 1.090
92 O 3.69122 -5.87522 -2.10666  C91 1.415, C93 1.378
93 C 3.40643 -5.81947 -0.75930  O92 1.378, C94 1.516, H100 1.090, H101 1.090
94 C 2.66249 -4.53573 -0.44988  C93 1.516, C95 1.510, N96 1.441, H102 1.090
95 C 3.50491 -3.30804 -0.70000  C94 1.510, H103 1.090, H104 1.090, H105 1.090
96 N 2.16109 -4.44030 0.89755  C94 1.441, H106 1.010, H107 1.010
97 H 4.82666 -6.60344 -3.60830  C91 1.090
98 H 5.05428 -7.48492 -2.03556  C91 1.090
99 H 5.67489 -5.84719 -2.22073  C91 1.090
100 H 2.77551 -6.68357 -0.55103  C93 1.090
101 H 4.30321 -5.80841 -0.13982  C93 1.090
102 H 1.82060 -4.40763 -1.13026  C94 1.090
103 H 3.65645 -3.12808 -1.76430  C95 1.090
104 H 4.41467 -3.51813 -0.13759  C95 1.090
105 H 2.92498 -2.43852 -0.39060  C95 1.090
106 H 1.39818 -5.09305 0.78813  N96 1.010
107 H 1.62587 -3.58406 0.87523  N96 1.010
108 C 4.89484 2.17547 -1.61093  O109 1.408, H114 1.090, H115 1.090, H116 1.090
109 O 3.69374 1.82767 -2.25783  C108 1.408, C110 1.395
110 C 3.70730 1.99002 -3.64305  O109 1.395, C111 1.573, H117 1.090, H118 1.090
111 C 3.66857 3.49472 -4.10119  C110 1.573, C112 1.562, N113 1.505, H119 1.090
112 C 2.47555 4.29390 -3.48636  C111 1.562, H120 1.090, H121 1.090, H122 1.090
113 N 3.67480 3.47936 -5.60614  C111 1.505, H123 1.010, H124 1.010
114 H 5.74203 1.76698 -2.16182  C108 1.090
115 H 4.86786 1.81395 -0.58298  C108 1.090
116 H 4.98088 3.26206 -1.61600  C108 1.090
117 H 4.56342 1.39034 -3.95214  C110 1.090
118 H 2.94528 1.35793 -4.09901  C110 1.090
119 H 4.57473 4.01538 -3.79154  C111 1.090
120 H 2.71433 5.35654 -3.44304  C112 1.090
121 H 2.37800 3.89465 -2.47681  C112 1.090
122 H 1.53014 3.99053 -3.93609  C112 1.090
123 H 2.95631 2.91179 -6.03245  N113 1.010
124 H 4.53129 3.01751 -5.87670  N113 1.010
125 C -0.63607 -2.76948 3.38713  O126 1.459, H131 1.090, H132 1.090, H133 1.090
126 O -0.70818 -2.67666 4.84150  C125 1.459, C127 1.403
127 C 0.30497 -3.37620 5.51462  O126 1.403, C128 1.553, H134 1.090, H135 1.090
128 C -0.05590 -3.28555 7.02207  C127 1.553, C129 1.558, N130 1.432, H136 1.090
129 C -1.42971 -3.81409 7.53380  C128 1.558, H137 1.090, H138 1.090, H139 1.090
130 N -0.03963 -1.90743 7.41144  C128 1.432, H140 1.010, H141 1.010
131 H -1.37876 -2.22623 2.80284  C125 1.090
132 H -0.78886 -3.79327 3.04563  C125 1.090
133 H 0.35547 -2.55267 2.98970  C125 1.090
134 H 0.27665 -4.42345 5.21369  C127 1.090
135 H 1.24090 -2.89244 5.23518  C127 1.090
136 H 0.69926 -3.75149 7.65512  C128 1.090
137 H -1.41431 -3.83941 8.62340  C129 1.090
138 H -1.58107 -4.81042 7.11841  C129 1.090
139 H -2.29207 -3.20959 7.25276  C129 1.090
140 H 0.84395 -1.42754 7.50674  N130 1.010
141 H -0.69124 -1.45960 6.78300  N130 1.010
142 C -2.27648 -2.47377 -4.59530  O143 1.421, H148 1.090, H149 1.090, H150 1.090
143 O -2.72013 -1.13150 -4.74301  C142 1.421, C144 1.390
144 C -1.69599 -0.32285 -5.22175  O143 1.390, C145 1.566, H151 1.090, H152 1.090
145 C -2.44254 1.05213 -5.29231  C144 1.566, C146 1.552, N147 1.393, H153 1.090
146 C -1.97585 1.85953 -6.53239  C145 1.552, H154 1.090, H155 1.090, H156 1.090
147 N -2.03557 1.94143 -4.29994  C145 1.393, H157 1.010, H158 1.010
148 H -3.14346 -3.12980 -4.67336  C142 1.090
149 H -1.89467 -2.51616 -3.57525  C142 1.090
150 H -1.47955 -2.82483 -5.25086  C142 1.090
151 H -0.88100 -0.25015 -4.50162  C144 1.090
152 H -1.29294 -0.64811 -6.18084  C144 1.090
153 H -3.52690 1.16190 -5.27775  C145 1.090
154 H -0.89570 1.98552 -6.60650  C146 1.090
155 H -2.38404 2.86649 -6.61897  C146 1.090
156 H -2.26751 1.24142 -7.38151  C146 1.090
157 H -1.63740 1.39465 -3.54988  N147 1.010
158 H -2.99688 1.98111 -3.99268  N147 1.010
159 C 7.00351 -2.61409 4.25504  O160 1.391, H165 1.090, H166 1.090, H167 1.090
160 O 6.52451 -2.07628 3.06470  C159 1.391, C161 1.440
161 C 5.08868 -1.96372 3.06412  O160 1.440, C162 1.563, H168 1.090, H169 1.090
162 C 4.65842 -0.57491 2.49043  C161 1.563, C163 1.547, N164 1.479, H170 1.090
163 C 3.15785 -0.30689 2.22503  C162 1.547, H171 1.090, H172 1.090, H173 1.090
164 N 5.37391 0.07762 1.37206  C162 1.479, H174 1.010, H175 1.010
165 H 6.73925 -2.00426 5.11898  C159 1.090
166 H 8.07849 -2.44078 4.30487  C159 1.090
167 H 6.93395 -3.69707 4.15305  C159 1.090
168 H 4.73310 -2.82888 2.50453  C161 1.090
169 H 4.68750 -2.10978 4.06704  C161 1.090
170 H 4.88297 0.01154 3.38137  C162 1.090
171 H 3.12225 0.67685 1.75697  C163 1.090
172 H 2.55570 -0.25792 3.13229  C163 1.090
173 H 2.63915 -1.03623 1.60284  C163 1.090
174 H 5.33969 -0.48338 0.53290  N164 1.010
175 H 6.34151 -0.03599 1.63840  N164 1.010

Properties
Highest occupied orbital energy ... -8.5 eV
SMILES ... O=S1(=O)CCCC1.O=S1(=O)CCCC1.O=S1(=O)CCCC1.O=S1(=O)CCCC1.O=S1(=O)CCCC1.O=S1(=O)CCCC1.COC[C@H](C)N.COC[C@H](C)N.COC[C@H](C)N.COC[C@H](C)N.COC[C@H](C)N
LUMO level ... 0.1 eV
HOMO-LUMO gap ... 8.58 eV